Computed, not measured: C48H44BF4I2N2P2SSr as an isolated structure in a non-equilibrium geometry, with wB97M-V/def2-TZVPD.

- net charge = -1
- E_LUMO (eV) = 1.933
- HOMO-LUMO gap (eV) = 6.733
- spin multiplicity = 1
- largest force on an atom (eV/A) = 1.32

Geometry as XYZ:
```
105
C48H44BF4I2N2P2SSr | the Open Molecules 2025 dataset | wB97M-V/def2-TZVPD
I -5.975 4.516 0.525
I -2.289 3.122 4.276
Sr -0.041 2.007 1.837
S -0.790 -5.177 -1.656
P 0.305 0.706 -2.294
P 1.191 -0.504 0.306
F -3.667 -1.315 0.872
F -1.502 -0.917 1.579
F -3.072 0.722 1.833
F -3.204 -1.204 3.126
N 0.665 -0.724 -1.392
N -1.840 3.434 0.103
C -2.375 -4.398 -1.245
C 0.719 -2.887 1.691
C -3.194 1.665 -4.153
C 2.967 -0.005 0.129
C 2.296 3.441 2.678
C 0.927 0.153 -3.961
C -3.960 4.499 -0.032
C 1.072 -1.482 4.667
C 2.796 -4.292 0.499
C -1.490 0.746 -2.704
C 2.555 -2.976 0.139
C 1.052 -0.280 3.921
C 2.027 -0.768 -6.374
C 0.961 -4.208 2.048
C -3.463 5.450 -0.905
C 1.346 4.664 1.001
C 4.842 1.120 -0.909
C -1.366 4.321 -0.773
C -3.312 -0.483 6.432
C 2.409 3.927 0.451
C 5.143 0.024 1.199
C -2.239 -1.316 6.312
C 2.261 0.399 -4.285
C 5.669 0.755 0.142
C -0.004 0.612 3.937
C -3.291 0.773 5.794
C 2.810 -0.058 -5.475
C -1.122 -0.958 5.522
C -3.822 0.270 -2.303
C -0.085 -1.960 -1.741
C 3.809 -0.344 1.194
C 0.694 -1.011 -6.073
C 1.257 4.360 2.377
C -3.124 3.508 0.461
C -1.088 0.284 4.810
C 3.003 3.183 1.491
C -2.485 0.155 -1.937
C 1.509 -2.265 0.729
C 1.997 -4.910 1.456
C -2.214 1.121 5.032
C -0.206 -4.115 -3.018
C 0.698 -2.976 -2.569
C 0.150 -0.551 -4.882
C -0.008 -1.828 5.426
C -4.177 1.015 -3.415
C -2.135 5.351 -1.288
C 3.504 0.748 -0.909
C -1.862 1.532 -3.798
B -2.887 -0.697 1.874
H -2.912 -5.101 -0.610
H -0.038 -2.776 5.955
H -2.253 -3.459 -0.706
H 2.192 -5.938 1.739
H 3.606 -4.840 0.032
H 2.870 1.066 -1.719
H 2.575 3.115 3.670
H 2.892 0.949 -3.597
H -2.945 -4.236 -2.160
H 3.416 -0.920 2.025
H 6.711 1.049 0.144
H -0.329 4.197 -1.061
H 3.873 2.549 1.408
H 1.924 -0.068 3.295
H -4.127 1.450 5.905
H -4.175 -0.763 7.024
H 2.723 3.937 -0.585
H 3.851 0.140 -5.699
H -3.484 2.749 1.149
H 0.335 -4.685 2.792
H -4.099 6.236 -1.290
H 0.664 4.900 3.102
H -4.573 -0.220 -1.698
H -1.704 6.061 -1.982
H -1.097 2.028 -4.388
H 1.514 -3.384 -1.982
H -0.088 -2.333 2.159
H 3.189 -2.497 -0.596
H 0.333 -4.780 -3.694
H 1.930 -2.146 4.604
H 5.234 1.713 -1.727
H 2.455 -1.128 -7.302
H -2.232 -0.408 -1.049
H 0.740 5.401 0.492
H 1.130 -2.488 -3.446
H -2.224 -2.274 6.823
H 5.780 -0.257 2.030
H -3.467 2.278 -5.004
H -1.094 -3.743 -3.538
H -5.217 1.106 -3.705
H 0.075 -1.568 -6.767
H -0.442 -2.440 -0.830
H -0.893 -0.754 -4.675
H -0.967 -1.692 -2.314
```


Computed, not measured: a 8-piece molecular cluster, C48H45BrFN8O17P overall in a non-equilibrium geometry, with wB97M-V/def2-TZVPD.

- SMILES = C[C@@H](F)[C@]1([PH2]=N)C[C@](O)(Br)C(=O)O1.O=[N+]([O-])c1ccccc1.O=[N+]([O-])c1ccccc1.O=[N+]([O-])c1ccccc1.O=[N+]([O-])c1ccccc1.O=[N+]([O-])c1ccccc1.O=[N+]([O-])c1ccccc1.O=[N+]([O-])c1ccccc1
- E_LUMO (eV) = -0.887
- HOMO-LUMO gap (eV) = 8.250
- spin multiplicity = 1
- largest force on an atom (eV/A) = 9.35

Geometry as XYZ:
```
121
C48H45BrFN8O17P | the Open Molecules 2025 dataset | wB97M-V/def2-TZVPD
Br -1.134 0.551 -0.838
P -6.710 0.818 0.867
F -5.075 3.965 -0.929
O -3.238 -1.093 -1.866
O -3.573 1.995 -3.206
O 5.398 3.324 3.285
O -6.138 8.271 -5.544
O 4.222 -6.907 -0.371
O -5.556 7.645 -3.523
O 3.037 -2.584 -3.757
O -5.292 1.424 -1.566
O 8.837 1.527 -5.349
O 0.322 2.793 3.594
O 3.858 -4.475 -3.006
O -1.771 3.402 3.845
O 3.572 3.899 4.357
O 3.879 -7.475 -2.462
O -3.432 -2.713 4.021
O -4.337 -0.742 3.687
O 7.671 1.933 -7.163
N -6.667 1.219 2.446
N 7.911 1.281 -6.137
N 4.454 3.083 4.051
N -0.581 3.642 3.591
N -4.214 -1.800 4.322
N -5.835 7.407 -4.707
N 2.989 -3.591 -3.035
N 4.603 -7.352 -1.463
C 5.354 -1.992 -5.225
C 5.151 -1.257 -6.395
C 6.401 -1.668 -4.361
C -5.429 3.671 -4.666
C -4.937 -3.158 6.269
C 0.484 7.663 2.707
C 6.491 -8.233 -2.810
C 7.835 -8.595 -2.925
C 0.614 -5.019 -0.496
C 7.250 -0.601 -4.660
C -6.799 -1.190 6.982
C 5.307 -0.470 4.931
C -0.216 5.028 3.271
C 0.798 -2.794 -2.188
C 5.372 0.797 4.350
C 8.684 -8.488 -1.823
C -3.082 0.217 -1.195
C 3.314 1.416 5.493
C -0.841 7.347 3.011
C -0.412 -4.074 -0.530
C 8.198 -8.026 -0.599
C 4.254 -0.793 5.788
C -3.928 0.454 0.197
C -5.983 -0.997 5.866
C -5.688 3.360 -6.002
C -6.011 4.368 -6.911
C 7.038 0.142 -5.830
C -5.757 -3.339 7.385
C 6.857 -7.658 -0.473
C -1.198 6.027 3.293
C 6.008 -7.759 -1.583
C 3.257 0.144 6.066
C 4.376 1.740 4.639
C 1.822 -3.750 -2.159
C -5.799 6.008 -5.150
C 1.737 -4.862 -1.311
C 1.459 6.664 2.675
C -5.482 4.997 -4.233
C -0.321 -2.963 -1.370
C -6.687 -2.360 7.736
C 5.992 -0.186 -6.703
C -3.911 1.273 -2.135
C -3.857 3.533 1.247
C -5.082 3.062 0.280
C -5.174 1.476 -0.071
C -6.070 5.698 -6.490
C 1.114 5.341 2.958
C -5.057 -1.987 5.509
H -1.289 -4.204 0.102
H 2.531 2.137 5.722
H 0.759 8.694 2.493
H -4.486 -0.588 0.334
H 8.061 -0.361 -3.976
H 2.489 6.917 2.434
H -5.638 2.325 -6.336
H 6.553 -2.246 -3.452
H -3.399 4.522 0.760
H -6.323 6.472 -7.211
H 5.819 0.378 -7.617
H -4.289 3.894 2.297
H -5.674 -4.246 7.979
H 4.334 -1.518 -7.065
H 9.733 -8.767 -1.918
H 6.200 1.033 3.683
H 6.495 -7.296 0.487
H 8.866 -7.948 0.256
H -6.719 -0.630 0.765
H -2.235 5.797 3.529
H -6.214 4.117 -7.950
H -7.330 -2.509 8.602
H 2.438 -0.116 6.733
H 2.527 -5.609 -1.275
H -1.125 -2.230 -1.390
H 4.210 -1.781 6.244
H 1.885 4.574 2.932
H -2.964 2.789 1.353
H 0.537 -5.880 0.164
H -5.181 2.879 -3.962
H 0.854 -1.923 -2.837
H -7.881 1.327 0.188
H 8.221 -8.959 -3.875
H -5.796 1.763 2.638
H -6.094 3.344 0.851
H 5.842 -8.322 -3.678
H -1.595 8.131 3.032
H -3.116 -0.955 -2.854
H -3.316 0.586 1.210
H -6.083 -0.080 5.288
H 6.079 -1.207 4.718
H -4.220 -3.933 6.007
H -7.526 -0.431 7.262
H -5.274 5.224 -3.190
H 4.690 -2.821 -4.985
```


Computed, not measured: C48H45BrN5O2PPdTe as an isolated structure, with wB97M-V/def2-TZVPD.

- net charge = -2
- E_LUMO (eV) = 3.625
- HOMO-LUMO gap (eV) = 4.622
- spin multiplicity = 1
- largest force on an atom (eV/A) = 0.66

Geometry as XYZ:
```
104
C48H45BrN5O2PPdTe | the Open Molecules 2025 dataset | wB97M-V/def2-TZVPD
Te 2.186 -2.380 -2.621
Pd 0.450 -1.032 -0.818
Br -7.373 2.032 4.110
P -2.314 -0.718 -2.105
O -2.171 -1.886 -3.013
O 0.180 -1.345 1.822
N 1.729 -4.005 1.814
N -0.559 3.232 4.774
N -1.626 3.640 5.320
N 0.060 -4.439 0.020
N 2.135 0.602 1.787
C 0.843 -4.171 0.832
C -5.641 2.004 -3.778
C -3.850 -2.100 1.989
C 4.210 1.741 -4.524
C 4.399 1.395 -3.192
C 0.619 1.887 -3.028
C -4.689 2.739 3.433
C -4.561 -0.140 -3.619
C -0.879 0.340 -1.899
C -1.204 0.888 4.258
C -0.413 2.049 4.096
C 2.899 -0.289 -4.790
C 1.679 3.004 3.120
C -3.368 3.048 3.702
C -5.125 2.541 5.796
C -0.956 -0.270 3.581
C 2.708 -2.901 1.743
C -3.183 -2.963 1.133
C 0.083 -0.377 2.588
C 3.465 0.875 -5.310
C 2.205 -5.216 2.477
C 2.100 -1.171 -5.713
C -3.578 -0.311 0.408
C -0.535 0.932 -0.655
C -0.271 0.848 -3.082
C -2.916 -1.178 -0.458
C 4.817 2.995 -5.100
C 2.787 2.832 2.334
C 0.765 1.942 3.270
C -4.044 -0.772 1.631
C -3.674 1.745 -2.419
C -3.612 0.394 -2.751
C -3.804 2.875 6.059
C 4.139 -0.091 -1.205
C 3.673 -5.530 2.117
C 3.977 -3.320 0.982
C -5.556 2.478 4.484
C 1.036 0.758 2.548
C -2.904 3.120 5.022
C -4.688 2.546 -2.926
C -2.724 -2.507 -0.094
C 4.047 -4.839 0.809
C -5.573 0.662 -4.130
C 0.406 1.991 -0.627
C 0.970 2.459 -1.786
C 2.980 1.602 1.691
C 3.861 0.233 -2.645
C 3.072 -0.619 -3.434
H -6.430 2.631 -4.178
H 4.948 3.757 -4.330
H 3.810 -6.613 2.059
H 4.184 3.415 -5.885
H 4.629 -1.066 -1.124
H -2.678 3.230 2.887
H -1.097 0.699 0.246
H -2.191 -3.167 -0.764
H -1.575 -1.145 3.728
H 2.574 -2.151 -5.811
H 1.483 3.935 3.634
H -2.998 -3.991 1.418
H 2.219 -2.042 1.293
H -4.543 -0.095 2.313
H 4.984 2.051 -2.552
H 1.551 -6.033 2.174
H 3.853 1.443 1.068
H -6.308 0.242 -4.806
H 3.507 3.631 2.200
H 2.936 -2.620 2.774
H 4.790 0.667 -0.760
H 2.093 -5.088 3.559
H -5.814 2.340 6.605
H 5.800 2.800 -5.541
H -3.451 2.954 7.080
H -5.044 2.694 2.412
H -2.013 0.900 4.976
H 1.097 2.236 -3.932
H 2.009 -0.718 -6.703
H -2.909 2.172 -1.780
H 1.698 3.261 -1.754
H 3.983 -2.854 -0.004
H 1.106 -1.366 -5.306
H 0.667 2.431 0.331
H -3.740 0.724 0.125
H -0.521 0.380 -4.028
H -4.477 -1.185 -3.892
H 5.048 -5.135 0.485
H 3.208 -0.158 -0.631
H 4.337 -5.169 2.908
H -4.729 3.596 -2.664
H 3.299 1.118 -6.357
H 3.360 -5.144 0.014
H 4.857 -2.972 1.533
H -4.205 -2.453 2.951
```


Computed, not measured: C48H45CrFGeIN5O5 as an isolated structure in a non-equilibrium geometry, with wB97M-V/def2-TZVPD.

- net charge = +2
- expectation value of S² = 2.033
- E_LUMO (alpha / beta) (eV) = -5.930 / -5.953
- HOMO-LUMO gap (alpha / beta) (eV) = 5.300 / 5.198
- spin multiplicity = 3
- largest force on an atom (eV/A) = 3.19

Geometry as XYZ:
```
107
C48H45CrFGeIN5O5 | the Open Molecules 2025 dataset | wB97M-V/def2-TZVPD
I 1.720 -20.347 4.690
Ge 1.055 -24.375 6.631
Cr 1.460 -20.850 7.845
F -4.092 -23.633 9.118
O 4.120 -22.532 10.394
O 0.758 -22.930 7.804
O 3.106 -16.280 10.711
O 3.287 -21.680 8.500
O -0.105 -19.981 8.822
N -5.350 -27.592 12.175
N -1.518 -17.502 10.862
N 0.602 -23.907 11.948
N -4.090 -25.246 11.439
N 2.308 -18.916 7.771
C 0.698 -24.667 13.183
C 0.509 -23.270 1.959
C 2.123 -17.962 8.663
C 0.887 -23.807 4.722
C 1.842 -15.700 10.472
C 3.340 -26.011 7.596
C 5.737 -18.190 6.682
C 0.711 -23.145 9.214
C 0.281 -23.834 14.369
C -0.485 -16.625 10.986
C 5.269 -24.287 6.679
C 4.652 -18.337 7.514
C 3.924 -23.967 6.492
C 4.680 -26.341 7.748
C -2.556 -27.388 7.601
C 3.479 -18.980 7.008
C 1.732 -24.347 3.771
C -1.329 -18.565 10.130
C -0.555 -23.989 11.212
C 0.993 -17.900 9.566
C 5.673 -18.562 5.349
C -1.728 -23.361 9.168
C -6.092 -26.663 11.224
C -4.318 -25.422 12.870
C -0.297 -22.666 2.916
C -2.906 -23.811 9.765
C 0.773 -16.764 10.419
C 1.808 -22.967 10.066
C -2.960 -24.548 10.981
C -0.405 -25.630 7.078
C -0.361 -26.502 8.160
C -2.602 -26.503 6.550
C -0.142 -22.967 4.269
C 2.943 -24.825 6.929
C 3.415 -19.444 5.671
C -1.542 -25.640 6.284
C -0.487 -23.542 9.829
C -4.555 -26.888 13.256
C -1.729 -24.525 11.707
C 1.528 -24.065 2.384
C -5.135 -25.734 10.504
C -1.440 -27.343 8.431
C -0.039 -18.865 9.477
C 4.550 -19.212 4.861
C -2.495 -19.494 9.769
C 1.747 -23.394 11.393
C 5.653 -25.462 7.284
C 3.168 -22.375 9.610
H 2.591 -24.960 4.079
H 2.606 -23.295 12.051
H -1.690 -22.880 8.186
H -3.489 -26.503 5.884
H -0.853 -22.587 5.018
H -4.679 -26.291 9.660
H 2.600 -26.720 7.956
H -5.688 -24.853 10.089
H 1.008 -23.019 14.478
H -6.035 -28.231 12.610
H -1.762 -24.982 12.701
H -3.357 -28.124 7.756
H -6.615 -27.248 10.480
H 1.850 -15.125 9.522
H 0.099 -25.610 13.067
H -0.693 -23.364 14.270
H 6.653 -17.723 7.082
H 2.232 -24.505 1.675
H 0.365 -23.054 0.900
H -3.447 -18.997 10.006
H 1.541 -14.978 11.247
H 6.508 -18.328 4.717
H 4.956 -27.231 8.339
H -3.623 -27.473 13.412
H -1.411 -27.958 9.319
H 6.026 -23.542 6.418
H 2.766 -17.097 8.756
H -2.457 -19.816 8.698
H -2.436 -20.469 10.285
H 3.786 -15.557 10.710
H 1.756 -24.960 13.250
H -3.481 -25.074 13.441
H 0.324 -24.407 15.309
H -1.124 -22.016 2.571
H 4.475 -19.611 3.835
H 0.470 -26.496 8.883
H -1.613 -25.020 5.387
H 3.674 -23.017 5.995
H -6.829 -26.105 11.829
H -4.767 -28.257 11.630
H 4.548 -17.868 8.488
H -5.152 -24.808 13.219
H -0.705 -15.696 11.569
H 6.710 -25.713 7.359
H -5.111 -26.907 14.202
```